Molecular formula: C41H46ClN3O10
Method: DFT, wB97M-V/def2-TZVPD

The LUMO energy comes out at -0.02493 hartree. The energy comes out at -80716.375 eV. The energy relative to the best compared isomer or geometry (same formula, charge and spin) is 67.8 kcal/mol. As for the frontier orbital gap: 6.36 eV. The total charge is 0.

The geometry in XYZ format:
```
101
Properties=species:S:1:pos:R:3:forces:R:3:lowdin_charge:R:1
C -1.223 1.903 -1.222 12.5 -4.9 3.7 -0.05
C -1.426 1.504 0.189 -0.3 2.5 0.2 -0.16
N -0.147 1.190 0.889 -1.8 -2.3 -1.1 -0.07
C 0.959 1.976 0.962 1.5 1.9 1.0 0.00
C 1.790 1.380 1.954 0.6 2.1 -1.8 -0.01
N 1.170 0.222 2.270 -1.1 -3.8 1.3 -0.09
C -0.047 0.093 1.634 0.5 -2.4 0.3 -0.04
C 1.642 -0.875 3.252 -0.8 0.9 0.3 0.01
H -0.378 2.648 -1.287 -1.1 -0.3 0.0 0.06
H -1.953 2.188 -1.675 -8.7 3.1 -5.3 -0.05
H -0.691 0.940 -1.670 -1.5 1.8 0.1 0.14
H -2.374 0.931 0.209 1.3 -0.9 1.0 0.13
H -1.581 2.411 0.734 -1.2 0.9 0.3 0.12
H 1.064 3.010 0.398 -0.4 -2.0 1.2 0.10
H 2.810 1.800 2.352 -2.3 -1.3 -0.8 0.17
H -0.769 -0.996 1.563 2.3 3.9 0.5 0.23
H 1.027 -0.777 4.200 0.9 -0.1 -1.2 0.09
H 2.683 -0.696 3.396 0.7 0.7 0.7 0.06
H 1.708 -1.953 2.961 -1.1 1.1 -0.7 0.09
Cl 0.419 5.539 -0.560 -0.1 -0.7 0.0 -0.47
N 1.678 -3.017 5.343 -1.3 1.4 3.5 0.08
C 1.422 -4.296 5.423 -0.7 -0.4 0.5 -0.18
C 0.798 -5.043 6.436 0.4 5.1 1.2 -0.04
C 0.386 -4.384 7.594 0.9 2.7 -2.5 -0.02
C 0.562 -2.927 7.627 1.6 -2.3 -0.6 -0.02
C 1.241 -2.367 6.514 -0.6 -3.4 0.1 -0.13
H 1.704 -4.811 4.580 0.7 -1.4 -2.0 0.08
H 0.658 -6.015 6.287 -0.5 -4.0 -0.4 0.06
H -0.064 -4.950 8.332 -0.8 -0.7 1.7 0.08
H 0.478 -2.366 8.589 -0.3 -0.4 -1.2 0.12
H 1.527 -1.409 6.648 0.8 3.2 -0.2 0.06
C 0.714 -2.500 -0.793 -0.5 -5.0 -3.9 0.05
C 1.858 -3.384 -1.180 -0.7 3.6 2.0 0.01
C 1.707 -4.374 -2.118 -1.9 -0.7 -2.2 -0.38
C 0.451 -4.601 -2.667 -4.1 -1.1 0.0 -0.01
C -0.737 -3.831 -2.295 2.7 -1.1 0.7 -0.02
C -0.611 -2.794 -1.378 2.1 0.6 1.2 -0.29
O -1.746 -2.100 -0.954 -0.9 -1.2 -0.4 -0.03
O 2.678 -5.128 -2.643 3.4 2.3 4.7 0.08
H 0.967 -1.757 -0.140 0.0 1.9 1.6 0.04
H 2.846 -3.052 -0.698 -1.4 -1.0 -1.0 0.13
H 0.234 -5.620 -3.260 0.8 2.6 1.1 0.16
H -1.751 -4.156 -2.471 0.0 -0.2 -0.8 0.10
H -2.573 -2.617 -1.247 2.1 1.2 0.3 0.11
H 2.623 -5.655 -3.366 -1.5 -2.0 -3.2 0.06
C 5.103 2.366 -0.179 1.4 1.2 2.5 0.04
C 5.463 2.021 1.270 0.1 1.2 -3.3 0.01
C 5.293 0.722 1.681 -0.3 1.6 2.2 -0.42
C 4.731 -0.185 0.885 1.5 4.0 -6.8 -0.02
C 4.735 0.116 -0.542 -1.5 0.9 0.8 0.03
C 4.794 1.414 -1.135 0.9 -1.3 2.6 -0.34
O 4.651 1.758 -2.456 0.0 -1.6 -0.1 0.05
O 5.450 0.383 3.015 0.7 0.4 0.1 0.02
H 5.156 3.391 -0.578 0.2 -0.3 0.8 0.12
H 6.002 2.656 2.029 -1.0 0.1 -1.4 0.13
H 4.497 -1.086 1.136 -1.2 -5.5 1.8 0.05
H 4.406 -0.596 -1.244 -0.3 -1.5 -0.5 0.08
H 4.641 0.955 -3.058 -0.1 1.3 1.3 0.14
H 6.051 1.049 3.397 -0.4 -0.5 0.0 0.11
C 0.315 3.998 -4.450 -3.7 -5.2 -2.7 -0.01
C -0.062 3.159 -5.738 -0.2 1.8 3.6 0.01
C 0.414 3.467 -6.977 1.8 1.7 3.9 -0.38
C 1.469 4.477 -6.960 -4.0 0.3 6.3 0.01
C 1.792 5.260 -5.804 -0.1 -2.3 -1.0 0.04
C 1.223 4.920 -4.487 4.3 3.9 -2.3 -0.39
O 1.769 5.557 -3.386 -3.4 -1.8 0.1 -0.05
O 0.098 2.745 -8.027 1.2 0.7 -3.1 0.08
H -0.151 3.730 -3.500 0.1 -0.2 -0.3 0.09
H -0.748 2.299 -5.594 0.3 0.7 0.0 0.09
H 2.072 4.521 -7.701 3.7 0.8 -5.3 0.03
H 2.679 5.926 -5.899 -0.9 -0.4 0.3 0.12
H 1.031 5.233 -2.721 2.3 1.6 0.1 -0.02
H -0.459 2.037 -7.803 -1.2 -1.3 0.6 0.08
C -5.305 0.536 -1.650 0.5 1.2 -1.1 0.02
C -5.339 2.044 -1.670 -0.1 -3.3 1.1 -0.02
C -4.611 2.710 -2.607 0.9 0.3 -4.6 -0.32
C -4.033 2.070 -3.809 -1.8 -2.4 2.4 0.05
C -4.111 0.622 -3.813 -1.5 4.3 3.9 0.00
C -4.621 -0.148 -2.745 -1.7 3.5 3.2 -0.34
O -4.500 -1.485 -2.734 0.3 -3.0 1.1 0.01
O -4.569 4.100 -2.715 -2.0 -3.0 -5.6 0.08
H -5.799 -0.071 -0.802 0.9 1.3 -1.6 0.11
H -5.925 2.629 -0.930 0.5 -0.7 -0.5 0.12
H -3.702 2.648 -4.705 -0.1 -0.5 1.2 0.13
H -3.674 0.147 -4.539 2.2 -2.7 -4.2 0.04
H -4.637 -1.985 -1.847 -0.1 2.2 -2.3 0.14
H -4.333 4.343 -1.923 2.0 3.0 6.7 0.00
C -2.012 -2.533 3.429 0.0 -0.4 -2.1 -0.01
C -2.829 -2.523 2.178 0.2 5.6 4.5 -0.01
C -3.585 -1.330 1.912 0.6 0.8 1.0 -0.30
C -3.578 -0.171 2.757 -0.7 1.4 -1.4 -0.04
C -2.857 -0.233 3.912 0.4 1.2 1.9 -0.06
C -2.148 -1.394 4.288 1.3 -0.3 0.6 -0.26
O -1.431 -1.309 5.559 -2.5 1.4 -3.0 0.01
O -4.324 -1.127 0.769 -0.1 2.9 2.7 0.04
H -1.167 -3.424 3.429 -2.4 2.5 0.8 0.17
H -2.924 -3.284 1.535 0.2 -3.0 -2.2 0.06
H -4.100 0.906 2.439 1.3 -3.4 0.7 0.19
H -2.799 0.710 4.592 0.0 -2.0 -1.1 0.16
H -1.026 -2.128 5.457 1.9 -2.4 0.9 0.00
H -4.208 -1.900 0.349 0.2 -4.2 -3.0 0.01
```
Positions in Å, forces in eV/Å.

---

Molecular formula: C41H47BrHfN7O4S
Method: DFT, wB97M-V/def2-TZVPD

The LUMO energy comes out at -0.12759 hartree. The energy comes out at -144086.588 eV. As for the frontier orbital gap: 7.50 eV. The total charge is +1.

The geometry in XYZ format:
```
102
Properties=species:S:1:pos:R:3:forces:R:3:lowdin_charge:R:1
Hf 0.225 -0.740 -0.020 -2.5 0.3 0.3 1.66
C 5.112 -0.518 0.181 -0.2 -0.1 0.1 -0.04
C 3.856 0.340 -0.028 0.0 0.0 0.1 -0.36
C 4.108 1.737 0.550 -0.2 -0.2 0.0 -0.06
C 3.524 0.357 -1.507 -0.2 -0.2 0.1 -0.14
C 4.244 1.189 -2.355 -0.1 0.0 0.0 -0.02
C 4.067 1.123 -3.723 0.1 0.1 0.1 -0.05
C 3.177 0.213 -4.256 0.0 0.0 0.1 -0.02
C 2.435 -0.644 -3.450 0.0 0.1 0.1 -0.13
C 1.594 -1.688 -4.151 -0.1 -0.2 0.1 -0.35
C 0.181 -1.850 -3.599 0.2 0.0 -0.2 -0.11
C 2.308 -3.045 -4.146 -0.1 0.1 -0.1 -0.04
C 2.596 -0.543 -2.061 0.5 0.3 -0.4 -0.17
N 1.901 -1.408 -1.153 -0.1 0.1 0.1 -0.05
C 2.583 -2.526 -0.829 0.6 -0.8 0.1 -0.48
O 3.635 -2.929 -1.294 -0.5 0.0 0.2 0.09
C 1.915 -3.267 0.299 0.6 -0.4 0.0 -0.14
C 2.334 -4.502 0.771 -0.1 0.3 -0.2 0.05
C 1.708 -5.030 1.893 -0.1 0.2 -0.1 0.01
C 0.716 -4.292 2.522 -0.1 0.4 -0.1 0.05
C 0.366 -3.057 1.989 -0.2 -0.5 0.6 -0.15
N 0.942 -2.573 0.892 0.4 -1.0 0.3 0.01
C -0.652 -2.148 2.615 0.1 -0.4 0.4 -0.48
O -1.111 -2.414 3.713 0.2 -0.1 -0.1 0.09
N -0.947 -1.072 1.848 0.3 0.0 0.1 -0.06
C -1.982 -0.301 2.491 -0.1 0.1 0.4 -0.23
C -3.316 -0.762 2.501 0.3 0.1 -0.2 -0.15
C -4.273 0.007 3.152 0.1 0.0 0.0 -0.02
C -3.931 1.175 3.805 0.0 0.0 0.0 -0.05
C -2.614 1.592 3.831 -0.1 0.0 0.0 -0.02
C -1.623 0.867 3.186 0.1 -0.3 -0.4 -0.16
C -0.175 1.291 3.292 0.1 0.1 0.0 -0.38
C 0.016 2.772 2.962 0.0 -0.3 -0.1 -0.06
C 0.323 0.998 4.709 0.1 -0.1 -0.2 -0.04
C -3.739 -2.073 1.881 0.0 -0.2 0.1 -0.38
C -4.940 -1.904 0.945 0.3 0.0 0.0 -0.06
C -4.084 -3.081 2.983 0.2 0.0 -0.1 -0.04
H 5.355 -0.580 1.241 0.1 0.0 0.1 0.09
H 5.950 -0.060 -0.340 0.1 0.1 0.0 0.09
H 4.981 -1.519 -0.221 0.1 0.0 0.1 0.06
H 3.010 -0.117 0.529 0.5 0.2 -0.2 0.11
H 5.119 2.073 0.331 0.1 0.1 -0.1 0.08
H 3.998 1.714 1.631 0.0 0.0 0.1 0.08
H 3.410 2.465 0.146 0.0 0.1 0.0 0.05
H 4.977 1.862 -1.940 0.1 0.1 0.0 0.12
H 4.651 1.751 -4.376 0.1 0.1 -0.1 0.11
H 3.081 0.137 -5.329 -0.1 0.0 -0.1 0.12
H 1.507 -1.365 -5.195 0.0 0.0 0.1 0.13
H 0.207 -2.262 -2.584 0.0 0.1 -0.5 0.00
H -0.371 -2.544 -4.231 -0.1 -0.1 0.0 0.09
H -0.347 -0.898 -3.595 -0.1 0.0 0.1 0.04
H 2.252 -3.505 -3.165 0.0 -0.1 0.0 0.06
H 3.359 -2.930 -4.397 0.1 -0.1 -0.1 0.09
H 1.838 -3.713 -4.867 0.0 -0.1 -0.1 0.08
H 3.139 -5.006 0.261 0.1 0.0 -0.1 0.13
H 2.002 -5.993 2.285 0.0 -0.1 0.0 0.13
H 0.214 -4.636 3.414 0.0 0.1 0.0 0.13
H -5.296 -0.332 3.174 -0.1 0.0 0.0 0.12
H -4.692 1.733 4.327 -0.1 0.1 0.1 0.11
H -2.355 2.479 4.387 0.1 0.1 0.1 0.11
H 0.424 0.698 2.578 -0.2 0.3 0.4 0.10
H -0.479 3.399 3.699 0.0 0.1 0.1 0.08
H -0.387 3.008 1.978 0.0 0.1 -0.1 0.06
H 1.076 3.016 2.970 0.1 0.1 0.0 0.08
H -0.246 1.581 5.429 0.0 0.1 0.1 0.09
H 1.373 1.259 4.799 0.1 0.0 0.1 0.08
H 0.199 -0.055 4.949 0.0 -0.1 0.1 0.08
H -2.904 -2.483 1.300 -0.2 0.2 0.1 0.07
H -5.848 -1.690 1.502 -0.1 0.0 0.0 0.08
H -4.782 -1.093 0.237 -0.1 0.1 -0.1 0.05
H -5.097 -2.823 0.386 -0.1 -0.1 -0.1 0.09
H -4.933 -2.733 3.567 -0.1 0.0 0.1 0.08
H -3.240 -3.212 3.655 -0.1 -0.1 0.0 0.07
H -4.340 -4.038 2.532 -0.1 -0.1 0.0 0.09
C -4.258 2.694 -1.294 -0.1 0.0 0.0 0.02
C -3.917 1.295 -1.616 0.0 -0.2 0.1 -0.33
N -4.507 0.540 -2.482 -0.7 0.7 -0.4 0.14
N -3.905 -0.659 -2.425 1.0 0.0 0.7 0.06
C -2.903 -0.673 -1.527 -0.1 0.5 -0.1 -0.70
S -1.930 -1.965 -1.110 0.5 -0.5 0.1 0.77
N -2.907 0.586 -0.993 -0.5 -0.7 -0.7 -0.05
N -2.041 0.995 0.010 0.0 -0.2 0.7 0.13
H -5.023 3.024 -1.991 0.0 0.0 0.0 0.10
H -3.393 3.347 -1.397 0.1 0.0 0.0 0.08
H -4.647 2.770 -0.278 0.0 0.0 0.0 0.10
H -4.183 -1.414 -3.038 0.1 0.1 0.1 0.17
H -1.923 2.007 -0.041 0.1 -0.2 -0.1 0.13
H -2.408 0.753 0.954 -0.2 0.3 -0.6 0.09
Br -0.812 2.185 -3.804 -0.1 0.3 -0.5 0.89
C 0.231 3.315 -2.704 -0.1 -0.1 0.0 -0.56
C 0.467 4.604 -3.157 -0.1 -0.1 -0.1 -0.11
C 1.101 5.522 -2.339 0.0 -0.2 0.1 -0.04
C 1.471 5.162 -1.051 0.0 0.0 0.1 -0.04
C 1.270 3.869 -0.613 -0.1 -0.2 0.0 -0.01
C 0.675 2.910 -1.441 0.0 0.2 -0.1 -0.15
C 0.526 1.537 -0.942 -0.4 0.8 -1.0 -0.59
O -0.019 0.619 -1.617 0.4 0.3 -0.9 -0.22
O 0.876 1.230 0.240 0.7 0.3 1.1 -0.10
H 0.131 4.884 -4.143 0.0 0.0 -0.1 0.10
H 1.290 6.521 -2.701 0.0 0.1 0.0 0.12
H 1.907 5.891 -0.388 0.1 0.1 0.1 0.11
H 1.552 3.571 0.385 0.1 0.0 0.1 0.10
```
Positions in Å, forces in eV/Å.

---

Molecular formula: C41H47N9RhS3
Method: DFT, wB97M-V/def2-TZVPD

Its spin multiplicity is 5. The LUMO energy (spin up / spin down) comes out at -0.29370 / -0.38126 hartree. The energy comes out at -92181.089 eV. The energy relative to the best compared isomer or geometry (same formula, charge and spin) is 2.0 kcal/mol. As for the frontier orbital gap (spin up / spin down): 7.55 / 5.35 eV. The total charge is +3. Its expectation value of S² is 6.016.

The geometry in XYZ format:
```
101
Properties=species:S:1:pos:R:3:forces:R:3:lowdin_charge:R:1
Rh 0.329 0.466 0.365 -0.1 0.0 -0.3 1.23
C -0.545 0.602 4.047 -0.1 -0.1 0.0 -0.03
C -1.209 -0.716 3.780 -0.1 0.2 -0.4 -0.22
C -1.363 -1.607 4.833 0.0 -0.2 0.0 -0.03
C -2.031 -2.809 4.671 0.0 0.0 0.0 -0.03
C -2.568 -3.128 3.437 0.0 -0.1 0.1 -0.03
C -2.455 -2.266 2.353 0.2 0.2 -0.2 -0.21
C -3.118 -2.656 1.056 -0.2 0.0 0.1 -0.04
C -1.754 -1.051 2.523 -0.2 -0.7 0.8 -0.24
N -1.627 -0.229 1.370 0.4 0.4 -0.4 0.05
C -2.663 0.335 0.871 0.0 -0.2 0.6 -0.25
C -3.934 0.529 1.626 -0.2 -0.2 0.0 0.03
C -2.605 0.823 -0.538 -0.1 0.3 -0.6 -0.24
C -3.896 0.933 -1.281 0.0 0.1 0.0 0.04
N -1.468 1.096 -1.047 0.6 -0.7 0.8 0.09
C -1.350 1.723 -2.316 -0.2 0.7 -0.8 -0.25
C -1.463 3.126 -2.348 0.0 -0.3 0.3 -0.22
C -1.764 3.926 -1.107 -0.1 0.0 -0.1 -0.02
C -1.333 3.777 -3.568 0.1 0.0 0.0 -0.02
C -1.091 3.069 -4.732 0.0 0.0 0.0 -0.04
C -0.987 1.687 -4.686 0.0 0.1 0.0 -0.02
C -1.113 0.993 -3.491 -0.2 0.0 0.3 -0.23
C -1.021 -0.503 -3.484 0.1 0.0 0.1 -0.04
H 0.062 0.541 4.949 0.0 0.0 0.0 0.10
H -1.298 1.379 4.199 0.0 0.0 0.0 0.09
H 0.083 0.919 3.224 0.2 0.1 -0.1 0.03
H -0.960 -1.348 5.804 0.0 0.0 0.0 0.13
H -2.149 -3.485 5.507 0.0 0.0 0.0 0.12
H -3.112 -4.056 3.310 0.0 0.0 0.0 0.13
H -3.111 -3.740 0.948 0.0 0.0 -0.1 0.09
H -2.641 -2.213 0.187 0.0 -0.1 -0.1 0.02
H -4.172 -2.361 1.064 0.0 0.0 0.0 0.10
H -3.852 0.156 2.644 0.0 0.0 0.0 0.10
H -4.774 0.033 1.137 0.0 0.0 0.0 0.10
H -4.173 1.595 1.653 0.0 0.0 -0.1 0.12
H -4.429 -0.020 -1.230 0.0 0.0 0.0 0.11
H -3.730 1.189 -2.324 0.0 0.0 0.0 0.10
H -4.544 1.688 -0.831 0.0 0.0 0.0 0.11
H -1.455 3.415 -0.197 0.0 0.1 0.0 0.04
H -2.838 4.122 -1.040 0.0 0.0 0.1 0.10
H -1.274 4.899 -1.153 0.0 0.0 0.0 0.09
H -1.434 4.855 -3.601 0.0 0.0 0.0 0.13
H -0.998 3.589 -5.676 0.0 0.0 0.0 0.12
H -0.815 1.134 -5.601 0.0 0.0 0.0 0.13
H -1.071 -0.893 -4.498 0.0 0.0 0.0 0.09
H -1.824 -0.960 -2.901 0.0 0.0 0.0 0.07
H -0.076 -0.825 -3.046 0.0 -0.1 0.0 0.03
S -0.009 -2.150 -0.621 -0.5 0.4 -0.2 0.80
C 1.039 -3.433 -0.237 0.5 -0.3 0.0 -0.73
N 0.503 -4.690 -0.217 0.1 0.2 0.0 0.11
C 1.247 -5.790 0.019 0.0 -0.1 0.0 0.01
C 2.584 -5.652 0.256 0.0 0.1 0.0 0.02
C 3.088 -4.346 0.238 -0.1 -0.2 0.0 -0.05
N 2.342 -3.278 0.005 -0.1 0.1 -0.1 0.08
H -0.486 -4.779 -0.418 0.0 0.0 0.0 0.16
H 0.735 -6.742 0.022 -0.1 0.0 -0.1 0.16
H 3.210 -6.509 0.449 0.0 0.0 0.0 0.13
H 4.143 -4.161 0.414 0.0 0.0 0.0 0.14
C -0.228 4.350 4.696 -0.1 0.0 -0.1 -0.07
C -0.868 4.236 3.305 0.0 0.1 0.3 -0.22
C 0.103 3.800 2.266 0.2 0.1 -0.2 -0.56
N 0.051 2.730 1.555 -0.3 -0.1 0.3 -0.05
N 1.070 2.588 0.658 0.2 -0.4 -0.1 -0.10
C 1.935 3.583 0.691 -0.1 0.4 0.2 -0.66
N 3.040 3.702 -0.050 -0.1 -0.1 0.0 0.16
S 1.498 4.784 1.869 -0.1 -0.3 -0.2 1.20
H -0.966 4.721 5.404 0.0 0.0 0.0 0.09
H 0.610 5.047 4.690 0.0 0.0 0.0 0.07
H 0.131 3.383 5.050 0.0 0.0 0.0 0.07
H -1.261 5.214 3.019 -0.1 0.0 -0.1 0.13
H -1.699 3.532 3.317 0.0 0.0 -0.1 0.11
H 3.220 3.074 -0.820 0.0 0.0 0.0 0.09
H 3.588 4.543 0.016 0.1 0.0 -0.1 0.13
C 5.041 1.185 -4.091 0.1 -0.1 -0.1 -0.01
C 3.923 0.963 -3.129 -0.1 0.1 0.1 -0.23
C 2.813 1.811 -3.082 0.1 -0.1 0.0 0.00
C 1.789 1.562 -2.188 0.0 0.1 -0.2 -0.15
N 1.807 0.525 -1.339 0.1 0.0 0.1 -0.05
C 2.868 -0.293 -1.368 0.2 -0.1 -0.1 -0.14
C 3.928 -0.106 -2.232 0.0 0.0 -0.1 0.02
H 4.925 2.113 -4.645 0.0 0.0 0.0 0.09
H 5.083 0.361 -4.807 0.0 0.0 0.0 0.11
H 6.001 1.199 -3.574 0.0 0.0 0.0 0.10
H 2.744 2.661 -3.750 -0.1 0.0 0.0 0.13
H 0.924 2.211 -2.163 0.1 0.0 0.1 0.10
H 2.861 -1.133 -0.688 -0.1 0.0 0.1 0.07
H 4.759 -0.799 -2.221 0.0 0.0 0.1 0.13
S 2.524 -2.564 3.421 -0.1 0.2 -0.1 1.14
C 1.391 -1.857 2.353 0.2 0.0 0.4 -0.51
N 1.755 -0.754 1.768 -0.5 0.2 -0.2 -0.04
C 3.044 -0.391 2.146 0.4 -0.1 0.2 -0.31
C 3.769 0.719 1.711 -0.1 0.0 -0.1 -0.03
C 5.052 0.905 2.183 -0.1 0.0 -0.1 -0.05
C 5.626 0.012 3.094 0.0 -0.1 0.1 -0.04
C 4.922 -1.084 3.549 0.1 0.0 0.0 -0.06
C 3.635 -1.277 3.059 -0.2 0.0 -0.1 -0.44
H 0.434 -2.331 2.200 -0.1 0.1 0.0 0.06
H 3.318 1.411 1.013 0.1 -0.1 0.0 0.06
H 5.629 1.755 1.845 0.0 0.0 0.0 0.12
H 6.632 0.186 3.450 0.0 0.0 0.0 0.12
H 5.347 -1.771 4.270 0.1 0.0 0.0 0.12
```
Positions in Å, forces in eV/Å.